1.
{
  "formula": "C27H35F5N4OP2ReTe",
  "method": "ωB97M-V with the def2-TZVPD basis set",
  "elements": ["Re", "C", "C", "C", "C", "C", "C", "C", "C", "C", "H", "H", "H", "H", "H", "H", "H", "H", "H", "H", "H", "H", "H", "H", "H", "P", "P", "N", "N", "N", "N", "C", "C", "C", "C", "C", "C", "C", "C", "C", "C", "C", "C", "C", "C", "C", "C", "C", "C", "H", "H", "H", "H", "H", "H", "H", "H", "H", "H", "H", "H", "H", "H", "H", "H", "H", "H", "H", "H", "F", "Te", "F", "F", "F", "F", "O"],
  "positions_angstrom": [[-2.241, -2.248, 3.631], [-0.301, -3.730, 3.042], [-0.016, -2.366, 2.972], [0.200, -1.612, 1.678], [-0.993, -0.843, 1.120], [-2.323, -1.380, 1.576], [-2.667, -2.772, 1.600], [-1.834, -3.889, 0.984], [-0.818, -4.576, 1.926], [-4.098, -1.434, 3.989], [0.071, -4.289, 3.906], [0.535, -1.941, 3.810], [0.587, -2.285, 0.903], [1.005, -0.891, 1.885], [-0.904, 0.221, 1.404], [-0.973, -0.847, 0.017], [-3.156, -0.674, 1.435], [-3.753, -2.953, 1.568], [-1.344, -3.523, 0.076], [-2.558, -4.641, 0.661], [-1.308, -5.466, 2.352], [0.008, -5.008, 1.342], [-4.408, -1.947, 4.916], [-4.844, -1.643, 3.212], [-4.117, -0.359, 4.217], [-0.462, 2.398, -2.124], [2.316, 1.803, -0.487], [-1.407, 1.609, -3.357], [-0.875, 4.082, -2.686], [2.877, 0.254, -1.127], [3.924, 2.387, 0.024], [1.155, 2.362, -3.026], [2.340, 2.705, -2.108], [-2.221, 0.487, -3.107], [-2.742, 0.048, -4.312], [-2.240, 0.907, -5.341], [-1.403, 1.831, -4.739], [-1.468, 5.022, -1.837], [-1.640, 6.218, -2.531], [-1.107, 6.026, -3.847], [-0.613, 4.726, -3.897], [2.356, -0.967, -0.689], [2.900, -1.995, -1.445], [3.772, -1.389, -2.399], [3.718, -0.022, -2.201], [5.184, 2.242, -0.579], [6.087, 3.098, 0.047], [5.357, 3.832, 1.040], [4.037, 3.405, 0.989], [1.179, 3.085, -3.852], [1.219, 1.342, -3.444], [3.261, 2.491, -2.667], [2.370, 3.776, -1.823], [-2.312, 0.110, -2.095], [-3.398, -0.803, -4.458], [-2.459, 0.862, -6.405], [-0.794, 2.594, -5.194], [-1.688, 4.756, -0.812], [-2.078, 7.123, -2.147], [-1.069, 6.739, -4.655], [-0.066, 4.259, -4.704], [1.630, -0.966, 0.097], [2.680, -3.050, -1.334], [4.362, -1.893, -3.158], [4.193, 0.776, -2.757], [5.357, 1.569, -1.397], [7.139, 3.175, -0.184], [5.766, 4.579, 1.706], [3.161, 3.729, 1.532], [-4.470, -4.984, 7.326], [-2.600, -5.174, 6.713], [-1.463, -1.551, 5.229], [-2.560, -6.444, 8.123], [-0.860, -6.005, 6.281], [-3.301, -6.290, 5.360], [-2.794, -3.779, 4.238]],
  "forces_ev_per_a": [[-1.6, -2.4, 5.4], [1.7, 0.2, -0.7], [0.5, -0.9, -0.1], [0.4, -0.1, -0.4], [-0.1, 0.6, 0.2], [-0.6, -1.0, -1.1], [-0.8, 0.8, -2.0], [0.2, -0.1, 0.0], [-0.8, -0.4, 0.0], [-0.8, 1.4, 0.1], [-0.5, 0.3, 0.2], [-0.3, -0.2, 0.2], [-0.1, -0.1, 0.4], [-0.2, -0.3, 0.0], [-0.2, -0.4, -0.1], [0.0, -0.1, 0.2], [0.2, -0.3, 0.6], [0.5, 0.0, 0.1], [0.0, 0.1, 0.1], [0.2, 0.0, 0.0], [0.2, 0.4, 0.1], [0.2, 0.3, 0.2], [0.1, 0.2, -0.3], [0.2, 0.0, 0.1], [0.1, -0.2, -0.2], [-0.5, 0.3, -2.5], [3.3, -0.5, -0.8], [0.0, -0.5, 0.3], [0.0, 0.9, 1.1], [-0.9, -0.3, -0.1], [-0.5, 0.7, 0.3], [0.2, 0.1, 0.5], [-0.2, 0.1, 0.0], [0.0, 0.3, -0.9], [0.4, 0.3, 0.6], [0.6, 0.5, 0.6], [-0.7, -0.8, 0.0], [0.9, -1.8, -1.1], [0.7, 0.8, -2.6], [-1.2, 1.1, 2.2], [-0.2, -0.8, 1.1], [0.7, -0.1, -0.8], [-0.4, 0.8, 0.5], [-0.2, 0.7, 0.1], [-0.1, -0.6, -0.1], [0.3, 0.9, 0.8], [-1.5, -0.6, -0.2], [-0.8, -0.5, -0.4], [1.0, -0.3, -0.4], [-0.1, -0.5, 0.1], [0.2, 0.3, 0.2], [-0.2, 0.2, 0.4], [-0.1, -0.4, -0.3], [-0.1, 0.1, -0.2], [0.1, 0.2, 0.1], [0.1, 0.0, 0.4], [-0.1, -0.2, 0.0], [-0.1, 0.1, -0.1], [0.0, 0.0, 0.0], [0.0, 0.0, 0.1], [-0.2, 0.1, 0.2], [0.3, 0.0, -0.1], [0.1, 0.2, 0.0], [-0.2, 0.1, 0.2], [0.0, -0.4, 0.1], [0.0, -0.1, 0.2], [-0.1, 0.0, 0.0], [-0.2, -0.1, -0.1], [0.1, -0.1, 0.1], [1.4, 0.1, -0.8], [-1.0, -2.8, 1.4], [-0.3, 0.3, -0.3], [0.1, 1.1, -1.2], [-1.0, 0.7, -0.1], [0.5, 0.8, 0.8], [1.6, 1.8, -2.2]],
  "lowdin_charge": [1.707, -0.080, -0.204, -0.192, -0.182, -0.241, -0.288, -0.137, -0.146, -0.218, 0.142, 0.127, 0.110, 0.121, 0.124, 0.120, 0.133, 0.128, 0.126, 0.131, 0.136, 0.152, 0.045, 0.044, 0.047, 1.088, 1.044, -0.301, -0.190, -0.259, -0.277, -0.385, -0.403, -0.137, -0.069, -0.050, -0.134, 0.005, 0.034, 0.040, -0.011, -0.155, -0.072, -0.061, -0.156, -0.130, -0.066, -0.084, -0.163, 0.065, 0.100, 0.073, 0.093, 0.085, 0.108, 0.115, 0.083, 0.136, 0.128, 0.131, 0.117, 0.030, 0.098, 0.110, 0.096, 0.079, 0.102, 0.100, 0.088, -0.534, 2.001, -0.398, -0.427, -0.548, -0.435, -0.408],
  "e_homo_ha": [-0.4537, -0.4537],
  "max_force_ha_per_bohr": 0.118,
  "spin_multiplicity": 4,
  "molar_mass_da": 902.3,
  "charge": 2,
  "e_above_lowest_kj_mol": 0.0
}

=====

2.
{
  "formula": "C27H35GeIrN3O7",
  "method": "ωB97M-V with the def2-TZVPD basis set",
  "elements": ["Ir", "O", "C", "O", "C", "C", "C", "C", "C", "O", "C", "C", "O", "O", "H", "H", "H", "H", "H", "H", "H", "H", "C", "C", "C", "C", "C", "C", "C", "C", "C", "C", "C", "C", "O", "H", "H", "H", "H", "H", "H", "H", "H", "H", "H", "H", "H", "H", "H", "H", "H", "H", "C", "Ge", "C", "C", "C", "H", "H", "H", "H", "H", "H", "H", "H", "H", "H", "O", "N", "C", "C", "N", "C", "N"],
  "positions_angstrom": [[0.618, -1.181, 0.449], [-1.867, -2.474, 3.788], [-1.386, -1.799, 2.876], [-0.716, -2.224, 1.885], [-1.756, -0.282, 2.884], [-2.215, 0.138, 1.479], [-2.972, 1.480, 1.565], [-1.802, 2.480, 1.750], [-0.605, 1.518, 1.805], [-0.992, 0.527, 0.845], [-0.619, 0.754, 3.140], [0.808, 0.228, 3.469], [1.187, 0.361, 4.638], [1.498, -0.195, 2.490], [-2.556, -0.180, 3.615], [-2.707, -0.636, 0.895], [-3.669, 1.480, 2.403], [-3.530, 1.675, 0.648], [-1.886, 3.078, 2.656], [-1.714, 3.148, 0.891], [0.359, 1.941, 1.531], [-0.881, 1.411, 3.969], [-1.315, -4.309, -3.249], [-0.030, -3.502, -3.044], [1.163, -4.265, -3.625], [-0.167, -2.115, -3.635], [-0.104, -1.922, -5.005], [-0.228, -0.661, -5.577], [-0.407, 0.435, -4.744], [-0.485, 0.289, -3.370], [-0.673, 1.483, -2.455], [-2.112, 2.004, -2.530], [0.323, 2.606, -2.759], [-0.410, -1.004, -2.768], [-0.633, -1.137, -1.497], [-1.226, -5.294, -2.782], [-1.518, -4.444, -4.315], [-2.163, -3.790, -2.799], [0.118, -3.378, -1.971], [0.972, -4.570, -4.658], [1.365, -5.162, -3.035], [2.059, -3.647, -3.609], [0.041, -2.780, -5.655], [-0.178, -0.536, -6.653], [-0.495, 1.425, -5.186], [-0.499, 1.128, -1.438], [-2.366, 2.294, -3.554], [-2.247, 2.874, -1.878], [-2.806, 1.223, -2.214], [0.144, 3.044, -3.744], [1.344, 2.220, -2.738], [0.243, 3.402, -2.013], [4.357, -0.402, 1.937], [3.510, 0.617, 0.482], [3.822, 2.559, 0.856], [4.697, 0.215, -1.137], [1.821, 0.198, -0.302], [5.444, -0.395, 1.827], [3.995, -1.429, 1.910], [4.080, 0.018, 2.901], [4.893, 2.765, 0.899], [3.375, 2.809, 1.819], [3.367, 3.188, 0.089], [5.646, -0.240, -0.823], [4.930, 1.117, -1.707], [4.160, -0.601, -2.996], [1.684, 0.576, -1.314], [1.744, -3.603, 0.850], [1.972, -2.598, 0.088], [3.093, -2.745, -0.743], [3.691, -4.061, -0.709], [4.269, -5.057, -0.721], [3.734, -1.970, -1.634], [3.955, -0.697, -2.013]],
  "forces_ev_per_a": [[-0.5, 1.8, 0.2], [0.2, -0.1, -0.2], [-0.5, 0.7, 0.4], [0.5, -0.5, -0.7], [0.2, -0.5, -0.2], [-0.6, 0.1, 0.3], [0.1, -0.1, -0.1], [0.0, -0.1, -0.1], [-0.1, 0.5, 0.4], [0.5, -0.4, -0.3], [0.5, -0.1, -0.1], [-0.4, 0.3, 0.3], [0.1, -0.1, -0.2], [0.0, -0.2, -0.2], [0.0, 0.1, 0.0], [0.1, 0.0, 0.0], [0.0, 0.0, 0.0], [0.0, 0.0, 0.0], [0.0, 0.0, 0.0], [0.0, 0.0, 0.0], [0.0, -0.1, -0.1], [-0.1, 0.0, 0.0], [0.0, 0.1, 0.2], [0.0, 0.0, -0.2], [-0.1, 0.0, 0.1], [0.0, 0.1, 0.3], [0.0, 0.1, -0.1], [0.0, 0.0, -0.1], [0.0, -0.1, 0.0], [0.2, 0.0, 0.3], [-0.1, 0.1, -0.2], [0.1, -0.1, 0.1], [-0.1, -0.1, 0.1], [-0.1, 0.1, -0.5], [0.1, -0.3, 0.5], [0.0, 0.0, 0.0], [0.0, 0.0, 0.0], [0.0, 0.0, 0.0], [0.1, 0.0, 0.0], [0.0, 0.0, 0.0], [0.0, 0.0, 0.0], [0.1, 0.0, 0.0], [0.0, 0.0, 0.0], [0.0, 0.0, 0.0], [0.0, 0.0, 0.0], [0.0, 0.0, -0.1], [0.0, 0.0, 0.0], [0.0, 0.0, 0.0], [0.0, 0.0, 0.0], [0.0, 0.0, 0.0], [0.0, 0.1, 0.0], [0.0, 0.0, 0.0], [-0.3, 0.0, -0.1], [0.9, 0.3, -0.1], [-0.3, -0.4, 0.0], [-0.2, 0.1, 0.4], [-0.2, -0.4, 0.3], [0.0, 0.0, -0.1], [0.0, 0.0, 0.0], [-0.1, 0.0, 0.0], [0.0, 0.0, 0.0], [0.0, 0.0, 0.0], [0.0, 0.0, 0.0], [0.0, 0.0, 0.0], [-0.1, 0.0, 0.0], [-0.1, 0.0, 0.0], [-0.1, -0.2, 0.0], [0.2, -0.2, -0.1], [-0.1, -0.5, 0.4], [0.0, 0.3, -0.5], [0.1, -0.4, 0.3], [-0.1, 0.0, -0.1], [0.1, 0.1, 0.2], [0.0, -0.1, -0.3]],
  "lowdin_charge": [1.495, 0.005, -0.624, -0.147, -0.106, -0.250, -0.094, -0.097, -0.260, -0.180, -0.104, -0.619, -0.004, -0.149, 0.137, 0.163, 0.107, 0.101, 0.107, 0.101, 0.148, 0.138, -0.069, -0.376, -0.078, -0.141, -0.078, -0.132, -0.081, -0.147, -0.388, -0.065, -0.078, -0.320, -0.200, 0.071, 0.069, 0.079, 0.115, 0.062, 0.075, 0.066, 0.096, 0.075, 0.095, 0.087, 0.068, 0.063, 0.079, 0.062, 0.066, 0.070, -0.214, 0.797, -0.227, -0.275, -0.355, 0.009, 0.015, 0.012, 0.000, 0.005, -0.001, 0.057, 0.057, 0.116, -0.028, -0.133, -0.310, -0.308, -0.227, 0.124, -0.020, -0.106],
  "e_homo_ha": [-0.0557, -0.0866],
  "max_force_ha_per_bohr": 0.037,
  "spin_multiplicity": 6,
  "molar_mass_da": 778.4,
  "charge": -2,
  "e_above_lowest_kj_mol": 89.5
}

=====

3.
{
  "formula": "C27H36AsF6N5O",
  "method": "ωB97M-V with the def2-TZVPD basis set",
  "elements": ["C", "C", "O", "N", "H", "H", "C", "H", "H", "H", "H", "H", "H", "C", "N", "C", "C", "C", "C", "C", "C", "C", "C", "N", "C", "C", "C", "H", "H", "H", "H", "H", "H", "H", "H", "H", "H", "H", "H", "H", "H", "C", "N", "C", "C", "C", "C", "C", "C", "C", "C", "N", "C", "C", "C", "H", "H", "H", "H", "H", "H", "H", "H", "H", "H", "H", "H", "H", "H", "As", "F", "F", "F", "F", "F", "F"],
  "positions_angstrom": [[3.994, -2.994, 2.207], [2.570, -2.798, 2.640], [1.723, -3.488, 2.170], [2.240, -1.795, 3.737], [1.733, -2.234, 4.513], [3.142, -1.522, 4.137], [1.475, -0.613, 3.213], [4.183, -3.166, 1.152], [4.383, -3.819, 2.811], [4.583, -2.123, 2.517], [1.472, 0.190, 3.948], [0.509, -0.872, 2.802], [2.133, -0.203, 2.446], [-3.048, -7.982, 3.122], [-2.910, -6.722, 2.346], [-1.805, -5.964, 2.466], [-1.677, -4.777, 1.758], [-2.709, -4.353, 0.933], [-3.843, -5.156, 0.814], [-3.852, -6.372, 1.453], [-2.670, -3.000, 0.302], [-3.192, -2.850, -0.981], [-3.084, -1.623, -1.598], [-2.699, -0.527, -0.939], [-2.167, -0.653, 0.320], [-2.148, -1.865, 0.955], [-2.823, 0.792, -1.616], [-2.065, -8.413, 3.297], [-3.683, -8.717, 2.639], [-3.448, -7.654, 4.081], [-1.035, -6.324, 3.134], [-0.749, -4.232, 1.865], [-4.643, -4.937, 0.122], [-4.624, -7.107, 1.268], [-3.550, -3.716, -1.519], [-3.357, -1.454, -2.631], [-1.849, 0.317, 0.669], [-1.821, -2.012, 1.974], [-3.817, 0.818, -2.052], [-2.067, 0.714, -2.397], [-2.526, 1.592, -0.950], [-0.546, 4.306, -6.287], [0.093, 4.405, -4.959], [-0.378, 5.327, -4.116], [0.049, 5.373, -2.811], [0.900, 4.383, -2.327], [1.354, 3.398, -3.228], [0.980, 3.477, -4.546], [1.425, 4.591, -0.923], [2.000, 5.820, -0.622], [2.507, 6.063, 0.643], [2.481, 5.080, 1.554], [2.065, 3.829, 1.254], [1.497, 3.568, 0.021], [2.916, 5.432, 2.925], [-1.433, 3.677, -6.209], [0.113, 3.737, -6.942], [-0.769, 5.292, -6.680], [-1.010, 6.109, -4.516], [-0.320, 6.194, -2.211], [1.975, 2.557, -2.945], [1.359, 2.753, -5.254], [2.069, 6.603, -1.365], [2.833, 7.038, 0.974], [2.079, 3.080, 2.029], [1.083, 2.594, -0.204], [3.750, 6.122, 2.841], [3.210, 4.543, 3.478], [2.083, 5.878, 3.467], [1.323, -0.552, -1.477], [1.635, -0.552, -3.191], [2.385, 0.855, -1.409], [1.095, -0.472, 0.303], [0.232, -1.910, -1.632], [2.678, -1.607, -1.168], [0.008, 0.621, -1.596]],
  "forces_ev_per_a": [[0.8, 1.7, 1.7], [0.3, -2.3, -2.2], [-1.0, 1.0, 1.0], [0.0, -0.1, 0.5], [-0.1, -0.3, -0.2], [-0.1, 0.4, 0.0], [1.6, 1.0, -0.3], [-0.7, -0.1, -0.1], [0.0, -0.2, -0.1], [0.2, -0.1, -0.2], [-0.5, -0.5, 0.5], [0.1, -0.3, 0.1], [-0.4, -0.2, -0.4], [0.3, 0.4, 0.7], [0.5, -0.2, -1.0], [-0.2, 0.3, -0.1], [0.2, -0.6, 0.4], [-0.4, 0.8, 0.6], [0.7, -0.3, -0.6], [-0.5, -0.4, 0.3], [-0.2, 0.2, -0.5], [0.9, -0.1, 0.2], [-0.7, 0.3, -0.4], [0.6, -0.8, 1.4], [-0.8, 0.8, -1.3], [-0.2, -0.9, -0.1], [0.9, -1.2, -0.6], [0.0, 0.0, -0.2], [-0.1, 0.3, -0.2], [-0.2, -0.4, 0.0], [0.0, 0.0, 0.0], [0.0, 0.1, -0.1], [-0.1, 0.1, 0.2], [-0.2, 0.1, 0.2], [0.0, 0.1, -0.2], [-0.2, -0.2, 0.0], [0.2, -0.3, 0.7], [0.2, 0.5, 0.0], [-0.1, 0.5, 0.3], [-0.2, 0.4, -0.2], [-0.4, 0.0, 0.1], [0.4, -0.8, -0.5], [-0.3, -0.3, -0.1], [0.4, 0.5, 0.1], [-0.1, -0.1, -0.1], [0.3, 0.4, 0.2], [-0.1, 0.3, 0.7], [-0.4, -0.2, 0.1], [0.6, -0.6, -0.8], [0.1, 0.3, 0.1], [-0.8, -0.4, -0.4], [0.3, -0.3, 0.4], [-0.7, 0.5, -0.5], [-0.1, 0.1, 0.1], [0.0, -0.2, 0.3], [-0.2, 0.3, 0.2], [0.2, 0.4, -0.1], [0.0, 0.0, 0.0], [-0.2, -0.2, -0.1], [0.1, -0.1, 0.2], [0.2, 0.2, 0.2], [-0.2, 0.1, -0.2], [-0.1, 0.1, 0.0], [0.2, 0.0, -0.1], [0.2, 0.1, 0.2], [0.2, -0.1, 0.0], [0.0, 0.0, 0.2], [0.2, 0.0, -0.2], [0.0, 0.2, -0.2], [1.9, -0.4, -0.5], [-0.7, 0.0, 0.8], [-0.2, -0.2, 0.5], [-0.3, 0.0, -0.6], [0.1, 0.8, 0.4], [-0.8, 0.4, -0.1], [-0.2, -0.4, -0.1]],
  "lowdin_charge": [0.050, -0.382, 0.167, 0.106, 0.195, 0.182, 0.016, 0.114, 0.123, 0.096, 0.111, 0.087, 0.094, 0.063, -0.066, 0.035, 0.050, -0.115, 0.063, 0.034, -0.104, 0.064, 0.019, -0.070, 0.012, 0.046, 0.039, 0.112, 0.117, 0.123, 0.156, 0.111, 0.142, 0.162, 0.143, 0.164, 0.140, 0.126, 0.117, 0.093, 0.101, 0.053, -0.069, 0.017, 0.038, -0.096, 0.069, 0.035, -0.106, 0.061, 0.039, -0.076, 0.028, 0.053, 0.049, 0.119, 0.113, 0.117, 0.161, 0.143, 0.120, 0.162, 0.146, 0.164, 0.140, 0.107, 0.116, 0.105, 0.122, 0.802, -0.233, -0.276, -0.303, -0.238, -0.239, -0.282],
  "e_homo_ha": -0.7357,
  "max_force_ha_per_bohr": 0.063,
  "molar_mass_da": 635.5,
  "charge": 4,
  "e_above_lowest_kj_mol": 0.0
}